Computed, not measured: the molecule C6H12, with ωB97M-V/def2-TZVPD.

XYZ file:
```
18
Properties=species:S:1:pos:R:3:forces:R:3
C 2.18934 0.84424 -0.58611 0.02 0.03 -0.06
C 1.43466 -0.21649 0.21155 -0.08 0.04 -0.03
C 0.51215 -1.08858 -0.58285 0.08 -0.16 0.41
C -0.67898 -1.50124 0.19078 0.13 -0.18 0.01
C -1.40819 -0.27830 -0.43552 -0.02 0.08 -0.15
C -1.82876 0.79950 0.55296 0.02 0.04 0.04
H 2.61287 0.40489 -1.49307 -0.04 0.05 0.11
H 1.50867 1.64653 -0.89173 0.07 -0.09 0.03
H 2.99596 1.29930 -0.00002 -0.14 -0.10 -0.07
H 1.02955 0.20852 1.14773 -0.04 -0.10 -0.14
H 2.14875 -0.99604 0.53910 -0.09 0.01 -0.04
H -0.69715 0.12926 -1.19740 -0.16 0.28 0.07
H -0.64111 -1.41960 1.28723 0.03 0.05 -0.15
H -1.13298 -2.45067 -0.10580 0.11 0.20 0.02
H -2.22928 -0.62340 -1.06756 0.07 0.00 0.14
H -2.58586 0.42806 1.25006 0.08 -0.01 -0.10
H -2.24738 1.66267 0.02866 0.04 -0.07 0.04
H -0.98227 1.15136 1.15200 -0.09 -0.06 -0.11
```
Positions in Å, forces in eV/Å.

Total energy, Ha: -235.6771
E_HOMO, eV: -8.0
ΔE to the lowest compared entry with this formula, charge and spin, kcal per mole: 88.59
2S+1: 1
Gap between HOMO and LUMO, eV: 9.144

=====

Computed, not measured: a cluster of 2 separate species, C6H12 in total, with ωB97M-V/def2-TZVPD.

XYZ file:
```
18
Properties=species:S:1:pos:R:3:forces:R:3
C 1.94885 0.42824 -1.16330 0.03 -0.13 -0.06
C 1.46645 1.58665 -0.30421 -0.01 0.11 0.04
C -0.97587 0.72958 1.19505 -0.30 -0.18 -0.26
C -1.46110 -0.24753 0.27176 0.09 0.48 -0.06
C -1.92775 -1.51580 1.05142 -0.05 -0.24 0.17
C -0.71726 -1.59389 0.24133 0.09 -0.21 0.05
H 1.10692 -0.12864 -1.58206 0.03 0.04 0.00
H 2.54108 -0.27801 -0.57617 0.00 0.05 -0.03
H 2.57045 0.76650 -1.99888 -0.09 -0.01 0.11
H 2.30049 2.16554 0.09648 0.01 -0.02 -0.01
H 0.83875 2.27509 -0.87619 0.01 -0.06 0.05
H -1.34704 1.72263 0.86808 0.05 -0.10 0.07
H 0.89576 1.22835 0.56725 0.15 0.06 -0.15
H -2.04346 -0.03131 -0.62595 0.07 0.00 0.15
H -1.82701 -1.44908 2.12749 -0.04 -0.02 -0.15
H -2.85398 -1.94185 0.68157 0.14 0.07 0.02
H -0.76075 -2.10851 -0.71274 -0.03 0.11 0.11
H 0.24546 -1.60797 0.73908 -0.15 0.04 -0.03
```
Positions in Å, forces in eV/Å.

Total energy, Ha: -235.6402
E_HOMO, eV: -8.4
ΔE to the lowest compared entry with this formula, charge and spin, kcal per mole: 111.71
2S+1: 1
Gap between HOMO and LUMO, eV: 8.638

=====

Computed, not measured: the molecule C6H12, with ωB97M-V/def2-TZVPD.

XYZ file:
```
18
Properties=species:S:1:pos:R:3:forces:R:3
C 1.90564 -0.29347 0.80578 0.18 -0.01 -0.07
C 0.85735 0.14773 -0.21384 -0.16 -0.12 0.25
C -0.12701 1.17299 0.43279 0.13 -0.06 -0.17
C -1.57696 0.70568 0.15538 0.10 -0.07 -0.03
C -1.49068 -0.55799 -0.73404 0.20 -0.17 0.04
C -0.00493 -1.00508 -0.74784 -0.02 0.15 -0.27
H 1.45936 -0.64478 1.74511 -0.01 -0.02 -0.22
H 2.56914 0.54554 1.04764 -0.09 -0.13 0.02
H 2.52467 -1.08986 0.38158 0.02 0.00 0.16
H 1.42645 0.40593 -1.10388 -0.05 1.33 0.11
H 0.04153 2.18581 0.06882 0.01 0.03 -0.05
H 0.00885 1.21260 1.52676 0.28 -0.06 -0.42
H -2.08806 0.47641 1.09609 0.08 0.05 -0.12
H -2.13928 1.51577 -0.32110 -0.05 -0.28 0.01
H -2.15355 -1.36340 -0.40567 0.00 0.17 0.06
H -1.79994 -0.30967 -1.76214 0.17 -0.11 0.32
H 0.36330 -1.85162 -0.18902 -1.03 -0.80 0.46
H 0.24308 -1.25497 -1.77912 0.24 0.11 -0.06
```
Positions in Å, forces in eV/Å.

Total energy, Ha: -235.7950
Structure (SMILES): CC1CCCC1
E_HOMO, eV: -10.5
ΔE to the lowest compared entry with this formula, charge and spin, kcal per mole: 14.60
2S+1: 1
Gap between HOMO and LUMO, eV: 11.643

=====

Computed, not measured: a cluster of 2 separate species, C6H12 in total, with ωB97M-V/def2-TZVPD.

XYZ file:
```
18
Properties=species:S:1:pos:R:3:forces:R:3
C -2.19563 1.16672 1.65051 -0.52 0.88 2.55
C -2.11024 -0.13827 1.62023 2.16 -1.39 -0.78
C -1.29320 -0.88045 0.52975 -2.45 -1.46 -0.21
H -2.64331 1.69819 2.49436 -0.46 -0.55 -0.04
H -1.52577 1.84751 1.23390 0.74 0.68 -2.08
H -2.40035 -0.74535 2.47956 -0.70 0.07 -0.48
H -1.97875 -1.79421 0.27619 0.70 1.76 -0.40
H -1.11441 -0.21972 -0.39427 0.09 -1.32 1.55
H -0.48422 -1.54000 0.90147 0.23 1.31 -0.05
C 1.86268 -1.18760 -0.78452 0.55 -2.18 1.44
C 2.28972 -0.12857 -1.48260 -1.27 1.43 0.26
C 1.43656 1.15003 -1.39189 0.84 -0.48 1.52
H 1.83375 -2.17227 -1.30368 1.29 0.31 0.84
H 1.64143 -1.28387 0.37132 -0.74 1.00 -2.77
H 3.13317 -0.13645 -2.18392 -1.07 -0.59 -0.67
H 1.85882 2.01694 -1.84654 0.49 0.62 -0.32
H 0.45865 0.97894 -1.83594 0.09 -0.21 -0.24
H 1.23109 1.36845 -0.33394 0.01 0.10 -0.12
```
Positions in Å, forces in eV/Å.

Total energy, Ha: -235.6600
Structure (SMILES): C=CC.C=CC
E_HOMO, eV: -8.5
ΔE to the lowest compared entry with this formula, charge and spin, kcal per mole: 99.31
2S+1: 1
Gap between HOMO and LUMO, eV: 9.484

=====

Computed, not measured: a cluster of 3 separate species, C6H12 in total, with ωB97M-V/def2-TZVPD.

XYZ file:
```
18
Properties=species:S:1:pos:R:3:forces:R:3
C -2.39804 -0.00455 -0.83212 -0.22 1.07 1.45
C -1.32234 1.20846 0.06086 1.01 0.62 -0.69
C -0.21138 0.52964 0.83724 1.12 -0.79 0.64
C 0.89772 -0.12992 0.44270 -0.44 -0.39 -2.67
C 1.21444 -0.39096 -1.10698 1.79 1.76 0.57
C 1.94210 -0.76144 1.32487 -0.59 -1.01 -0.36
H -2.66587 -1.17097 0.09100 0.81 3.89 -3.07
H -3.39693 0.86997 -0.86141 2.66 -3.57 -0.61
H -1.84621 -0.53656 -2.11545 -1.92 2.02 4.31
H -1.86114 1.92131 1.01514 0.90 -2.09 -3.65
H -0.65265 1.95205 -0.78939 -2.73 -2.01 2.37
H -0.25402 0.57925 1.93293 -0.35 0.21 -0.26
H 2.28405 0.18591 -1.30022 -2.66 -1.47 0.19
H 0.43234 0.07050 -1.73588 0.52 -0.05 0.26
H 1.34050 -1.44469 -1.48919 -0.10 0.91 1.00
H 2.95431 -0.31728 1.11934 -0.88 -0.67 0.26
H 1.87577 -1.87087 1.01364 0.74 1.51 0.71
H 1.66734 -0.68986 2.39291 0.33 0.05 -0.45
```
Positions in Å, forces in eV/Å.

Total energy, Ha: -235.5412
E_HOMO, eV: -8.7
ΔE to the lowest compared entry with this formula, charge and spin, kcal per mole: 173.82
2S+1: 1
Gap between HOMO and LUMO, eV: 9.251

=====

Computed, not measured: the molecule C6H12, with ωB97M-V/def2-TZVPD.

XYZ file:
```
18
Properties=species:S:1:pos:R:3:forces:R:3
C 1.44338 0.70448 0.48365 0.25 0.08 0.14
C 1.51721 -0.56021 -0.36965 0.04 -0.01 -0.03
C 0.12108 -1.12885 -0.57142 0.06 0.28 -0.01
C -0.78187 -1.28925 0.61616 -0.05 0.28 0.17
C -1.12959 -0.24623 -0.43542 -0.09 0.62 0.11
C -1.34716 1.33988 -0.14375 -0.47 -0.56 -0.32
H 1.88909 1.58746 0.01744 0.35 -0.22 0.11
H 0.40175 0.95279 0.53743 0.69 -0.05 0.55
H 1.79630 0.59155 1.51047 0.28 -0.03 -0.17
H 2.14923 -1.32840 0.09257 -0.03 0.10 -0.12
H 1.94908 -0.34130 -1.35297 -0.02 -0.03 0.14
H 0.11236 -1.94472 -1.30470 -0.38 0.45 0.14
H -0.38856 -0.88030 1.54228 -0.04 -0.06 0.00
H -1.35460 -2.20845 0.77022 0.02 0.44 -0.29
H -1.93442 -0.53387 -1.12067 0.28 0.04 0.30
H -2.24054 1.38017 0.47879 -0.38 0.03 -0.36
H -1.51466 1.81890 -1.10997 -0.41 -0.14 -0.02
H -0.68807 2.08635 0.35957 -0.10 -1.22 -0.32
```
Positions in Å, forces in eV/Å.

Total energy, Ha: -235.7327
Structure (SMILES): CC[C@H]1C[C@H]1C
E_HOMO, eV: -9.8
ΔE to the lowest compared entry with this formula, charge and spin, kcal per mole: 53.68
2S+1: 1
Gap between HOMO and LUMO, eV: 11.029

=====

- total energy of number 2 (C6H12)?
  -235.6402 Ha

=====

Please write out number 3 again, unchanged.
Computed, not measured: the molecule C6H12, with ωB97M-V/def2-TZVPD.

XYZ file:
```
18
Properties=species:S:1:pos:R:3:forces:R:3
C 1.90564 -0.29347 0.80578 0.18 -0.01 -0.07
C 0.85735 0.14773 -0.21384 -0.16 -0.12 0.25
C -0.12701 1.17299 0.43279 0.13 -0.06 -0.17
C -1.57696 0.70568 0.15538 0.10 -0.07 -0.03
C -1.49068 -0.55799 -0.73404 0.20 -0.17 0.04
C -0.00493 -1.00508 -0.74784 -0.02 0.15 -0.27
H 1.45936 -0.64478 1.74511 -0.01 -0.02 -0.22
H 2.56914 0.54554 1.04764 -0.09 -0.13 0.02
H 2.52467 -1.08986 0.38158 0.02 0.00 0.16
H 1.42645 0.40593 -1.10388 -0.05 1.33 0.11
H 0.04153 2.18581 0.06882 0.01 0.03 -0.05
H 0.00885 1.21260 1.52676 0.28 -0.06 -0.42
H -2.08806 0.47641 1.09609 0.08 0.05 -0.12
H -2.13928 1.51577 -0.32110 -0.05 -0.28 0.01
H -2.15355 -1.36340 -0.40567 0.00 0.17 0.06
H -1.79994 -0.30967 -1.76214 0.17 -0.11 0.32
H 0.36330 -1.85162 -0.18902 -1.03 -0.80 0.46
H 0.24308 -1.25497 -1.77912 0.24 0.11 -0.06
```
Positions in Å, forces in eV/Å.

Total energy, Ha: -235.7950
Structure (SMILES): CC1CCCC1
E_HOMO, eV: -10.5
ΔE to the lowest compared entry with this formula, charge and spin, kcal per mole: 14.60
2S+1: 1
Gap between HOMO and LUMO, eV: 11.643